1.
Density functional theory data (wB97M-V/def2-TZVPD) for a molecular structure, C7H7FI3NO in a non-equilibrium geometry.

- HOMO-LUMO gap: 7.740 eV
- LUMO: -0.862 eV
- Net charge: 0

Last column: Mulliken charge in e.
Geometry (Å):
C 0.9160 0.0878 0.8980  -1.04
C 0.6500 1.1529 0.1234  0.44
C -0.1261 -0.1875 -1.5744  1.32
C 0.3444 -1.4798 -0.9833  -0.72
C 0.4059 -1.2763 0.5172  -0.07
C 0.8718 2.5821 0.5125  -1.15
C -1.1523 -1.2932 1.1189  -0.22
N -0.0884 1.0218 -1.0921  -0.59
O -0.8903 -0.3508 -2.6168  -0.72
F -1.9601 -0.4233 0.4444  -0.20
I -2.2600 -3.2064 0.6547  0.06
I -1.1776 -0.8631 3.1651  0.18
I -1.9718 1.2625 -3.1372  0.23
H 1.3648 0.1160 1.8169  0.67
H -0.1024 -2.3872 -1.4254  0.32
H 1.4371 -1.7481 -1.3184  0.25
H 0.9198 -2.1857 1.0025  0.37
H 1.8924 2.9694 0.7791  0.31
H 0.3683 2.8730 1.4293  0.27
H 0.5585 3.3359 -0.3144  0.29


2.
Density functional theory data (wB97M-V/def2-TZVPD) for a molecular structure, C19H25ClN2Tc in a non-equilibrium geometry.

- Spin multiplicity: 4
- HOMO-LUMO gap (alpha / beta): 7.030 / 5.107 eV
- LUMO (alpha / beta): -6.721 / -8.625 eV
- Net charge: +2

Last column: Mulliken charge in e.
Geometry (Å):
C 0.1718 0.7449 -5.5941  1.17
C 1.5733 1.2448 -5.8323  -1.31
C -0.0692 -0.6817 -6.0415  -1.29
C -0.9284 1.6940 -5.9854  -1.32
Cl 0.0810 0.6257 -3.2636  -0.02
H -0.0295 -0.7326 -7.1555  0.41
H -1.0547 -1.0466 -5.7314  0.35
H 0.6868 -1.3703 -5.6513  0.34
H 1.7351 1.4017 -6.9166  0.43
H 2.3251 0.5309 -5.4945  0.33
H 1.7667 2.1961 -5.3360  0.37
H -0.8980 1.8464 -7.0857  0.42
H -0.8330 2.6800 -5.5276  0.37
H -1.9217 1.3046 -5.7518  0.36
C 1.3498 -1.1509 0.5495  -0.05
C 0.7411 -2.0779 -0.3759  -0.65
C 1.0747 -1.6758 -1.7087  -0.26
H 0.1649 -2.9352 -0.0751  0.68
C 2.0680 -0.6245 -1.6072  -0.60
C 2.2228 -0.2617 -0.2150  -0.19
H 2.8188 0.5594 0.1857  0.35
H 1.2780 -1.2096 1.6213  0.56
H 0.7176 -2.1432 -2.6057  0.50
H 2.5235 -0.0881 -2.4235  0.59
C -1.8277 1.1074 -0.1306  -0.27
C -1.6511 -0.1341 0.5956  0.02
C -1.7640 -1.2145 -0.3422  -0.54
H -1.5968 -0.2517 1.6866  0.52
C -1.8341 -0.6688 -1.6419  -0.36
C -1.9794 0.7522 -1.5043  -0.52
H -2.0679 1.4772 -2.3153  0.65
H -1.7878 2.1137 0.3049  0.36
H -1.8157 -2.2790 -0.0563  0.64
H -1.8545 -1.2557 -2.5647  0.45
Tc 0.0252 -0.0361 -0.8406  -0.56
N 1.2658 3.0451 5.7451  -0.46
C 1.0159 2.4099 4.5716  0.97
C 2.0366 1.7417 3.8887  -1.01
C 1.8226 1.4083 2.5408  0.02
N 0.6392 1.5796 1.9234  -0.04
C -0.3833 2.0947 2.6375  -0.02
C -0.2604 2.4440 3.9965  -0.98
H 2.2067 3.1644 6.0632  0.22
H 0.5856 3.6592 6.1449  0.22
H 2.9918 1.5187 4.3202  0.38
H 2.6371 0.9629 1.9480  0.19
H -1.3522 2.2130 2.1144  0.21
H -1.1399 2.7757 4.5166  0.37


3.
Density functional theory data (wB97M-V/def2-TZVPD) for a molecular structure, C41H58Cl2CrN3PSSb.

- Spin multiplicity: 5
- HOMO-LUMO gap (alpha / beta): 7.470 / 7.056 eV
- LUMO (alpha / beta): -2.552 / -2.976 eV
- Net charge: +1

Last column: Mulliken charge in e.
Geometry (Å):
Cr -0.9468 0.6992 -1.3588  0.05
N -1.1670 2.1334 0.2596  0.22
C -2.5015 2.6237 0.5427  -0.07
C -2.6713 3.7717 1.3050  -0.53
C -3.9468 4.2320 1.5848  -0.81
C -5.0574 3.5500 1.1066  -0.80
C -4.8874 2.4145 0.3373  -0.27
C -3.6083 1.9409 0.0464  -0.70
P -3.3187 0.5173 -1.0273  2.41
C -4.4561 0.7278 -2.4185  0.66
C -4.5988 1.9949 -2.9822  -0.75
C -5.4287 2.1761 -4.0744  -0.80
C -6.1146 1.0988 -4.6160  -0.61
C -5.9740 -0.1622 -4.0581  -0.78
C -5.1487 -0.3500 -2.9609  -0.19
C -3.8414 -0.9649 -0.1334  0.66
C -4.4633 -0.8948 1.1075  -0.67
C -4.8271 -2.0573 1.7710  -0.77
C -4.5682 -3.2926 1.2043  -0.86
C -3.9336 -3.3682 -0.0295  -0.99
C -3.5652 -2.2127 -0.6921  -0.80
H -0.5348 2.9212 0.1448  0.38
H -0.8283 1.5919 1.0551  0.04
H -1.8030 4.3014 1.6775  0.50
H -4.0741 5.1277 2.1768  0.43
H -6.0528 3.9125 1.3220  0.46
H -5.7509 1.8992 -0.0650  0.57
H -4.0565 2.8366 -2.5740  0.41
H -5.5372 3.1629 -4.5040  0.43
H -6.7641 1.2450 -5.4677  0.42
H -6.5130 -1.0040 -4.4704  0.46
H -5.0636 -1.3372 -2.5294  0.37
H -4.6588 0.0626 1.5707  0.38
H -5.3045 -1.9910 2.7387  0.44
H -4.8535 -4.1969 1.7239  0.41
H -3.7298 -4.3325 -0.4759  0.48
H -3.0626 -2.2799 -1.6508  0.81
Cl 1.5008 1.1905 -1.5663  0.50
C 1.7680 1.4714 -3.2374  -1.01
Cl -1.2724 2.5687 -2.6839  -0.53
H 1.3066 0.7691 -3.9109  0.47
H 2.0214 2.4825 -3.5032  0.34
S -0.9897 -1.8741 2.6069  -0.29
C -0.7986 -1.0792 1.2300  0.86
N -0.6216 -0.5314 0.1990  -1.21
C 2.3488 -1.6579 3.7259  -1.72
C 3.3443 -1.2616 2.6368  2.08
C 3.0873 -2.1818 1.4360  -1.42
C 4.7606 -1.4808 3.1568  -1.82
Sb 2.8693 0.7823 1.9385  0.78
C 2.6944 1.9408 3.7976  1.66
C 3.6974 1.5990 4.8944  -1.66
C 1.2678 1.7112 4.3095  -1.60
C 2.8356 3.4227 3.4481  -1.90
C 4.7666 1.4931 1.0598  1.66
C 5.9316 1.6935 2.0221  -1.64
C 4.4800 2.8259 0.3616  -1.56
C 5.1661 0.4817 -0.0166  -1.74
H 2.4738 -2.7215 3.9532  0.53
H 1.3132 -1.5147 3.4154  -0.13
H 2.5107 -1.1109 4.6538  0.35
H 3.2726 -3.2220 1.7243  0.53
H 3.7338 -1.9500 0.5875  0.24
H 2.0428 -2.1003 1.1155  -0.22
H 4.8417 -2.4940 3.5633  0.53
H 5.0160 -0.7874 3.9595  0.26
H 5.5151 -1.3863 2.3758  0.35
H 3.5462 0.5993 5.3001  0.26
H 3.5773 2.3017 5.7244  0.56
H 4.7311 1.6691 4.5524  0.23
H 1.0082 0.6581 4.4232  0.33
H 0.5334 2.1591 3.6356  0.27
H 1.1463 2.1889 5.2862  0.46
H 3.8700 3.6987 3.2394  0.30
H 2.5052 4.0276 4.2980  0.51
H 2.2275 3.7102 2.5852  0.30
H 5.7115 2.4580 2.7686  0.26
H 6.8063 2.0366 1.4611  0.51
H 6.2152 0.7789 2.5440  0.25
H 4.3493 3.6426 1.0718  0.30
H 3.5907 2.7886 -0.2689  0.06
H 5.3272 3.0869 -0.2792  0.51
H 5.4234 -0.4912 0.4004  0.28
H 6.0468 0.8454 -0.5541  0.55
H 4.3715 0.3392 -0.7548  0.13
C 1.4645 -4.4726 -2.5305  -0.87
N 1.1351 -3.3728 -1.5892  0.32
C 2.0506 -2.2184 -1.7758  -0.79
C -0.3343 -2.9484 -1.6039  0.28
C -0.7645 -2.2010 -2.8358  0.66
C -1.0539 -3.0098 -3.9403  -0.30
C -1.5139 -2.4834 -5.1318  -1.22
C -1.7104 -1.1168 -5.2069  -0.77
C -1.4612 -0.3169 -4.1018  -0.02
C -0.9803 -0.8001 -2.8716  1.21
H 2.4931 -4.7786 -2.3553  0.35
H 1.3521 -4.0989 -3.5443  0.44
H 0.7868 -5.3043 -2.3557  0.36
H 1.2932 -3.7203 -0.6417  0.40
H 1.8539 -1.7911 -2.7560  0.50
H 3.0765 -2.5731 -1.7051  0.57
H 1.8439 -1.4921 -0.9957  -0.13
H -0.4500 -2.3522 -0.7084  -1.89
H -0.8911 -3.8797 -1.4881  0.75
H -0.9566 -4.0864 -3.8495  0.53
H -1.7384 -3.1299 -5.9686  0.43
H -2.0855 -0.6652 -6.1165  0.51
H -1.6682 0.7392 -4.2001  0.38


4.
Density functional theory data (wB97M-V/def2-TZVPD) for 2 unconnected molecules or ions with the total composition C7H14O in a non-equilibrium geometry.

- SMILES: C=C(C)C/C=C/C.O
- HOMO-LUMO gap: 9.790 eV
- LUMO: 0.663 eV
- Net charge: 0

Last column: Mulliken charge in e.
Geometry (Å):
C 2.3270 1.6382 0.3504  -1.08
C 1.3378 0.7137 0.4675  0.89
C -0.1156 0.9999 0.5613  -1.15
C 1.7332 -0.8126 0.5548  -0.64
C 0.9444 -1.5942 -0.4370  0.15
C 1.3578 -2.2787 -1.4996  -0.33
C 0.5475 -2.8836 -2.6222  -1.31
H 2.1731 2.6977 0.3093  0.30
H 3.3845 1.4291 0.3253  0.28
H -0.6112 -0.0204 0.8830  0.27
H -0.4629 1.4902 1.3844  0.41
H -0.4039 1.6426 -0.3603  0.22
H 1.5580 -1.1444 1.5840  0.30
H 2.8983 -1.0128 0.4016  0.28
H -0.1473 -1.2545 -0.3441  0.12
H 2.4162 -2.4400 -1.7981  0.26
H -0.5500 -2.9260 -2.4220  0.32
H 0.8811 -3.8751 -2.7082  0.35
H 0.8215 -2.4261 -3.4711  0.38
O -6.1604 3.3616 2.1527  -0.65
H -6.1215 2.4080 2.5230  0.33
H -5.3454 3.8431 2.2200  0.32


Energy relative to the best compared isomer or geometry (same formula, charge and spin) across the listed records, respectively: 0.0 16.3 0.0 73.4 kcal per mole.
Energy across the listed records, respectively: -37926.8350 -37791.6140 -128051.4167 -9530.5843 eV.